[1]
DFT (wB97M-V/def2-TZVPD) results for the molecule C25H28N2O2.

CARTESIAN COORDINATES (ANGSTROEM)
1 C -3.44721 -2.77630 2.54407
2 H -3.74174 -3.80248 2.29723
3 O -3.41455 -1.95532 1.40442
4 C -2.52396 -2.23720 0.42015
5 C -1.68286 -3.34410 0.40932
6 C -0.83302 -3.56801 -0.66175
7 C -0.80747 -2.69327 -1.72989
8 C -1.63480 -1.58051 -1.71418
9 C -2.49292 -1.33581 -0.65749
10 C -3.38811 -0.12816 -0.64108
11 N -3.04750 0.77419 0.44799
12 C -3.96965 1.87913 0.59984
13 C -3.79705 2.97304 -0.46337
14 C -2.35355 3.47214 -0.45997
15 C -1.38568 2.30026 -0.63505
16 C -1.67957 1.24481 0.44538
17 H -1.01944 0.38337 0.32556
18 H -1.47967 1.68311 1.42846
19 C 0.06485 2.78168 -0.54715
20 N 1.01205 1.69993 -0.67110
21 C 1.84969 1.34634 0.33367
22 O 1.93186 1.97218 1.37227
23 C 2.65719 0.12476 0.02900
24 C 2.01422 -1.01682 -0.38592
25 C 2.73017 -2.19244 -0.64800
26 C 4.08850 -2.21637 -0.50553
27 C 4.78773 -1.06742 -0.08115
28 C 6.19006 -1.07322 0.07240
29 C 6.85287 0.04581 0.49019
30 C 6.14078 1.22118 0.77323
31 C 4.78185 1.26257 0.63056
32 C 4.06679 0.12366 0.20390
33 H 4.23580 2.16335 0.86122
34 H 6.67720 2.09752 1.10629
35 H 7.92684 0.03318 0.60671
36 H 6.72967 -1.98374 -0.14752
37 H 4.64861 -3.11790 -0.71009
38 H 2.19201 -3.07415 -0.96169
39 H 0.93805 -1.03068 -0.49088
40 H 0.96689 1.12694 -1.49883
41 H 0.25203 3.23815 0.42813
42 H 0.25547 3.52773 -1.32843
43 H -1.54358 1.84973 -1.62243
44 H -2.20432 4.20781 -1.25468
45 H -2.14492 3.96226 0.49425
46 H -4.04785 2.57300 -1.44829
47 H -4.48107 3.79712 -0.25465
48 H -4.98919 1.48730 0.58070
49 H -3.79083 2.31431 1.58864
50 H -3.35149 0.35250 -1.63357
51 H -4.41652 -0.45755 -0.46083
52 H -1.61571 -0.88987 -2.54641
53 H -0.14985 -2.86805 -2.56826
54 H -0.19352 -4.43850 -0.65389
55 H -1.68533 -4.04520 1.22891
56 H -4.19678 -2.33656 3.20015
57 H -2.48145 -2.78944 3.05941

Results
SMILES: COc1ccccc1CN1CCC[C@@H](CNC(=O)c2cccc3ccccc23)C1
Energy above the lowest of the compared OMol25 structures with the same formula, charge and spin: 71.81 kJ/mol
HOMO energy: -8.08 eV

---

[2]
DFT (wB97M-V/def2-TZVPD) results for a structure of composition C25H28N3O2ReSi.

CARTESIAN COORDINATES (ANGSTROEM)
1 Re 0.12874 0.89306 0.24776
2 O 2.03623 1.30585 0.35118
3 C 2.82790 2.09196 -0.39550
4 C 4.20692 1.97212 -0.23909
5 C 5.06318 2.80471 -0.92452
6 C 4.59080 3.81818 -1.76721
7 C 3.22980 3.93964 -1.93391
8 C 2.32910 3.07365 -1.30638
9 C 0.92904 3.29656 -1.49680
10 N -0.02068 2.56516 -1.01297
11 C -1.40393 3.10971 -1.14836
12 C -2.40199 2.04937 -0.75494
13 N -1.89542 1.32800 0.42201
14 C -2.67150 0.99058 1.40850
15 C -2.26995 0.27078 2.57023
16 C -3.24324 0.00727 3.53184
17 C -2.98874 -0.72339 4.66333
18 C -1.70659 -1.24514 4.84589
19 C -0.70027 -0.96248 3.94750
20 C -0.94246 -0.18950 2.80579
21 O 0.10516 0.00853 2.01502
22 H 4.56611 1.20415 0.42401
23 H 6.14132 2.68360 -0.76804
24 H 5.25750 4.50871 -2.27838
25 H 2.81347 4.72917 -2.54081
26 H 0.65816 4.16879 -2.08896
27 H -1.59546 3.43550 -2.16194
28 H -1.50279 3.99237 -0.50122
29 H -2.50483 1.33546 -1.58862
30 H -3.36676 2.52010 -0.52209
31 H -3.72056 1.26870 1.36442
32 H -4.22415 0.40789 3.37086
33 H -3.76918 -0.88361 5.38678
34 H -1.46928 -1.83981 5.70249
35 H 0.31115 -1.33929 4.06891
36 C -1.24459 -3.08449 -2.18933
37 Si -1.60597 -1.88716 -0.79631
38 C -3.24222 -1.14159 -1.36752
39 C -2.04516 -2.82422 0.78465
40 N -0.24936 -0.81544 -0.68036
41 C 1.03133 -1.46095 -0.77415
42 C 1.33782 -2.55558 0.01005
43 C 2.50950 -3.22695 -0.21580
44 C 3.46238 -2.78215 -1.10160
45 C 3.14871 -1.68088 -1.87510
46 C 1.93527 -1.03985 -1.73381
47 H -2.06339 -3.80251 -2.17728
48 H -0.30257 -3.63508 -2.12535
49 H -1.25513 -2.58984 -3.15925
50 H -3.91058 -1.97875 -1.52451
51 H -3.17013 -0.58012 -2.28907
52 H -3.73790 -0.52200 -0.61592
53 H -2.98775 -2.49424 1.17049
54 H -1.33600 -2.78980 1.60805
55 H -2.18846 -3.86237 0.49353
56 H 0.61969 -2.88535 0.73655
57 H 2.66708 -4.12938 0.35587
58 H 4.41218 -3.28608 -1.22602
59 H 3.82299 -1.29837 -2.63350
60 H 1.59545 -0.24318 -2.37111

Results
Spin multiplicity: 4
<S²>: 3.773
Net charge: +1
Energy above the lowest of the compared OMol25 structures with the same formula, charge and spin: 0.00 kJ/mol
HOMO energy (alpha / beta): -10.44 / -11.10 eV

---

[3]
DFT (wB97M-V/def2-TZVPD) results for a cluster of 4 separate species, C25H28NO14S in total.

CARTESIAN COORDINATES (ANGSTROEM)
1 C 3.43899 2.85705 1.15780
2 C 2.54677 3.65698 0.26722
3 O 2.05338 3.26849 -0.75519
4 O 2.24712 4.93198 0.71506
5 C 1.15720 4.96627 1.63468
6 C 0.21746 6.08166 1.20120
7 S -0.57921 5.77112 -0.41390
8 C -1.06900 4.03118 -0.47240
9 C -1.92784 3.56027 0.70530
10 C -1.95802 2.01360 0.85616
11 N -0.94034 1.34897 0.04841
12 H 3.59120 1.87726 0.69935
13 H 2.96825 2.71610 2.13738
14 H 4.39213 3.36766 1.31336
15 H 0.64877 3.99725 1.66571
16 H 1.49051 5.19211 2.65499
17 H -0.53567 6.27637 1.96614
18 H 0.79737 6.99027 1.01734
19 H -1.76689 6.33967 -0.15317
20 H -0.12793 3.49774 -0.59816
21 H -1.60355 3.97369 -1.42655
22 H -1.60429 4.04098 1.63405
23 H -2.94810 3.91360 0.52414
24 H -2.94822 1.67027 0.54286
25 H -1.87997 1.77609 1.92720
26 H -0.00675 1.59293 0.36502
27 H -1.00386 0.34264 0.16509
28 C -4.76622 -1.53734 3.56179
29 C -3.81257 -1.21207 2.68320
30 C -2.34603 -1.46769 2.93971
31 O -1.57365 -1.09499 2.06509
32 C -1.95132 -2.09669 4.17266
33 C -2.90344 -2.43720 5.05847
34 C -4.37465 -2.17941 4.80501
35 O -5.14756 -2.53077 5.67132
36 O -2.65204 -3.01416 6.21572
37 O -4.02820 -0.62701 1.50908
38 H -5.81686 -1.35517 3.38640
39 H -0.90011 -2.27551 4.34843
40 H -3.51466 -3.15754 6.65402
41 H -3.14047 -0.57722 1.10277
42 C 5.79856 -0.68532 -3.05819
43 C 5.48419 -1.98917 -3.11121
44 C 4.11131 -2.50036 -2.73660
45 O 3.92565 -3.70052 -2.82948
46 C 3.10852 -1.55312 -2.29861
47 C 3.42248 -0.25296 -2.25976
48 C 4.79159 0.26278 -2.63272
49 O 4.96753 1.46589 -2.53504
50 O 2.57522 0.69753 -1.88703
51 O 6.32871 -2.93482 -3.48578
52 H 6.77785 -0.31061 -3.31989
53 H 2.13191 -1.92645 -2.02011
54 H 3.04740 1.54920 -1.96793
55 H 5.84029 -3.77966 -3.43744
56 C 0.06823 -4.32720 -2.67801
57 C -0.69730 -5.31144 -3.17759
58 C -2.20943 -5.24587 -3.16396
59 O -2.80298 -6.18568 -3.65276
60 C -2.85210 -4.08279 -2.57877
61 C -2.08542 -3.10527 -2.08281
62 C -0.57850 -3.17033 -2.10830
63 O 0.00779 -2.21116 -1.62722
64 O -2.55727 -1.99288 -1.52965
65 O -0.21439 -6.41270 -3.72094
66 H 1.15023 -4.36843 -2.68494
67 H -3.93208 -4.04572 -2.56732
68 H -1.76887 -1.46725 -1.28898
69 H -0.98370 -6.94627 -4.00253

Results
Net charge: +1
HOMO energy: -11.17 eV

---

Taking the records one at a time from the top gives max |F| values of 0.4; 1.4; 0.5 eV Å⁻¹.